Entry 1:
{"formula": "C31H32EuN4O3", "method": "wB97M-V/def2-TZVPD", "homo_energy_ev": [-10.36, -10.46], "charge": 1, "total_energy_ev": -64095.884, "homo_lumo_gap_ha": [0.26906, 0.27355], "lumo_energy_ev": [-3.036, -3.018], "multiplicity": 7, "relative_energy_kcal_mol": 22.1, "symbols": ["Eu", "O", "C", "C", "C", "C", "C", "C", "C", "N", "C", "C", "N", "C", "C", "C", "C", "C", "C", "C", "O", "H", "H", "H", "H", "H", "H", "H", "H", "H", "H", "H", "H", "H", "H", "C", "C", "C", "C", "C", "C", "C", "O", "C", "C", "C", "H", "H", "H", "H", "H", "H", "H", "H", "H", "H", "H", "H", "N", "C", "C", "C", "N", "C", "C", "H", "H", "H", "H", "H", "H"], "coordinates": [[0.05401, -0.02338, 0.07778], [-0.90850, 1.60451, -0.78769], [-0.48162, 2.76895, -0.34935], [-1.37511, 3.65433, 0.28929], [-0.97066, 4.88178, 0.75554], [0.34750, 5.31513, 0.57824], [1.23085, 4.50050, -0.08531], [0.86123, 3.22188, -0.53091], [1.76636, 2.42507, -1.33952], [1.72892, 1.14874, -1.32174], [2.31617, 0.38321, -2.41110], [1.14225, -0.35972, -3.08145], [0.51864, -1.13485, -2.02208], [0.39313, -2.40218, -2.13034], [0.22289, -3.26666, -0.98101], [-0.31461, -4.55211, -1.15380], [-0.30328, -5.48243, -0.14470], [0.33872, -5.15791, 1.05375], [0.89965, -3.91738, 1.24239], [0.81014, -2.89939, 0.26899], [1.28395, -1.70013, 0.52465], [-2.39844, 3.31980, 0.40356], [-1.68787, 5.52661, 1.24748], [0.65829, 6.28857, 0.93149], [2.24666, 4.83614, -0.26305], [2.42571, 2.95180, -2.03647], [3.00861, -0.35667, -2.00546], [2.83872, 1.01705, -3.13285], [1.49878, -0.98926, -3.90109], [0.43936, 0.38082, -3.46917], [0.52323, -2.88869, -3.10234], [-0.73832, -4.80428, -2.11964], [-0.73630, -6.46215, -0.28954], [0.41589, -5.89724, 1.84156], [1.42772, -3.68087, 2.15797], [3.23711, -1.04287, 6.52981], [2.18634, -0.38687, 5.68349], [2.50799, 0.20141, 4.46529], [1.54399, 0.78671, 3.66149], [1.97700, 1.47231, 2.39098], [0.20580, 0.78284, 4.10088], [-0.86132, 1.22349, 3.21903], [-0.78710, 1.22229, 1.99581], [-0.13372, 0.24738, 5.36104], [-1.55122, 0.25656, 5.87307], [0.86251, -0.33837, 6.11979], [4.21289, -1.00795, 6.05010], [2.97833, -2.08670, 6.71386], [3.30897, -0.55159, 7.50120], [3.54382, 0.21399, 4.14511], [2.98792, 1.85821, 2.51646], [1.33264, 2.30785, 2.13086], [2.01618, 0.77041, 1.54761], [-1.80353, 1.54530, 3.68099], [-2.22893, -0.27127, 5.19999], [-1.92059, 1.27670, 5.99368], [-1.60100, -0.22807, 6.84606], [0.61050, -0.76977, 7.08239], [-3.38506, -3.84431, 4.41022], [-2.76933, -3.07239, 3.48230], [-3.44659, -2.59949, 2.34849], [-2.77976, -1.80775, 1.44597], [-1.49637, -1.44051, 1.56865], [-0.85071, -1.89459, 2.65740], [-1.42998, -2.67995, 3.62293], [-4.28886, -4.23683, 4.21636], [-2.84430, -4.28664, 5.13121], [-4.48488, -2.85588, 2.18333], [-3.30214, -1.43607, 0.57171], [0.18784, -1.60642, 2.75730], [-0.84647, -3.00562, 4.47531]]}

---

Entry 2:
{"formula": "C31H32F3GeN3Zn", "method": "wB97M-V/def2-TZVPD", "homo_energy_ev": [1.30, 1.06], "charge": -2, "total_energy_ev": -150213.956, "homo_lumo_gap_ha": [0.12000, 0.12856], "lumo_energy_ev": [4.570, 4.563], "symbols": ["Zn", "F", "C", "F", "F", "C", "C", "C", "N", "C", "C", "H", "H", "H", "H", "C", "C", "N", "C", "C", "N", "C", "C", "H", "H", "H", "H", "H", "H", "H", "H", "H", "H", "H", "H", "C", "Ge", "C", "C", "C", "C", "C", "C", "C", "C", "C", "C", "C", "C", "C", "C", "C", "C", "C", "C", "H", "H", "H", "H", "H", "H", "H", "H", "H", "H", "H", "H", "H", "H", "H", "H"], "coordinates": [[-1.30237, -0.25650, -1.19752], [-6.72259, -3.68000, -3.58987], [-6.79536, -2.63058, -2.72483], [-7.47923, -3.08749, -1.63986], [-7.60663, -1.71259, -3.31877], [-5.45277, -2.05869, -2.35842], [-4.26816, -2.58766, -2.88156], [-3.06420, -2.01603, -2.50478], [-2.96504, -0.97119, -1.65663], [-4.11681, -0.47279, -1.16096], [-5.36803, -0.97457, -1.47694], [-4.27782, -3.42830, -3.56931], [-2.11948, -2.39407, -2.88615], [-4.00353, 0.36747, -0.48145], [-6.25932, -0.52914, -1.04461], [-2.53013, -0.28025, 1.33134], [-2.67197, -0.86972, 2.76263], [-1.71924, -1.98903, 3.00922], [-1.97718, -3.00677, 1.95134], [-1.83534, -2.41730, 0.52006], [-1.47437, -0.97134, 0.53818], [-0.21219, -0.85879, 1.32278], [-0.35402, -1.44826, 2.75406], [-2.29534, 0.78980, 1.39120], [-3.48786, -0.35530, 0.80142], [-3.69764, -1.22691, 2.91799], [-2.50504, -0.08198, 3.50770], [-2.98448, -3.42037, 2.08529], [-1.28149, -3.84540, 2.07900], [-2.77474, -2.54869, -0.03125], [-1.07166, -2.97368, -0.03751], [0.08371, 0.19596, 1.38238], [0.59428, -1.37413, 0.78635], [-0.12603, -0.67573, 3.49892], [0.38454, -2.24581, 2.90288], [0.43182, 0.48893, -0.71866], [2.14224, 1.16856, -0.08345], [3.04683, 2.12177, -1.48982], [2.46388, 2.24856, -2.75787], [3.13351, 2.94417, -3.76961], [4.38523, 3.51409, -3.51760], [4.96863, 3.38882, -2.25312], [4.30075, 2.69358, -1.24018], [1.71613, 2.52669, 1.23819], [0.92136, 3.60465, 0.81700], [0.57319, 4.62342, 1.70837], [1.01629, 4.57499, 3.03111], [1.80741, 3.50776, 3.46102], [2.15693, 2.48719, 2.57002], [3.24670, -0.39560, 0.24270], [3.82508, -0.69914, 1.48485], [4.61098, -1.84663, 1.63728], [4.82637, -2.69951, 0.55291], [4.25564, -2.40607, -0.68656], [3.47013, -1.26027, -0.84063], [1.49597, 1.81195, -2.96463], [2.68237, 3.04158, -4.74868], [4.90257, 4.05226, -4.30128], [5.93751, 3.82996, -2.05818], [4.75838, 2.60053, -0.26334], [0.57072, 3.65656, -0.20626], [-0.03976, 5.45000, 1.37304], [0.74732, 5.36340, 3.72219], [2.15095, 3.47052, 4.48680], [2.76417, 1.68792, 2.93884], [3.68474, -0.07223, 2.33969], [5.05384, -2.07446, 2.59842], [5.43474, -3.58657, 0.67326], [4.42155, -3.06576, -1.52848], [3.03468, -1.04554, -1.80860], [-1.16130, 0.32978, -2.62107]]}

---

Entry 3:
{"formula": "C31H32GeNO6RuS", "method": "wB97M-V/def2-TZVPD", "homo_energy_ev": -11.05, "charge": 1, "total_energy_ev": -116370.124, "homo_lumo_gap_ha": 0.28940, "lumo_energy_ev": -3.177, "relative_energy_kcal_mol": 0.0, "symbols": ["Ru", "O", "C", "C", "C", "N", "C", "C", "C", "O", "O", "C", "O", "O", "H", "H", "H", "C", "C", "C", "C", "C", "C", "Ge", "C", "C", "C", "C", "C", "C", "C", "C", "C", "C", "C", "C", "H", "H", "H", "H", "H", "H", "H", "H", "H", "H", "H", "H", "H", "H", "H", "C", "C", "C", "S", "O", "C", "C", "C", "H", "H", "H", "H", "H", "H", "H", "H", "H", "H", "H", "H", "H", "H"], "coordinates": [[-0.00380, -0.28738, 0.96976], [2.43808, 5.12367, 0.19392], [1.91339, 3.89467, 0.30641], [1.77902, 3.02544, -0.77912], [1.23100, 1.78149, -0.54913], [0.84563, 1.42332, 0.67280], [0.93904, 2.24594, 1.71966], [1.48054, 3.50108, 1.57501], [0.32130, 1.68406, 3.00094], [0.29538, 2.37962, 3.99216], [-0.21676, 0.50814, 2.86238], [1.05287, 0.73901, -1.62593], [1.42056, 0.90375, -2.75020], [0.44427, -0.39712, -1.19301], [2.70750, 5.30996, -0.71368], [2.09043, 3.29117, -1.78167], [1.55048, 4.16195, 2.42811], [4.05766, -2.86621, -4.78008], [2.71714, -2.54089, -4.94607], [1.92596, -2.27822, -3.83989], [2.47923, -2.33433, -2.56046], [3.82583, -2.65890, -2.39967], [4.61311, -2.92650, -3.51055], [1.40142, -2.03434, -1.00991], [-0.05108, -3.25092, -0.65558], [-1.01768, -3.03916, 0.32863], [-2.03402, -3.95179, 0.54371], [-2.09497, -5.10714, -0.22681], [-1.14210, -5.34007, -1.20290], [-0.12611, -4.41602, -1.41498], [2.30062, -1.39670, 0.58186], [3.35090, -0.46226, 0.47468], [3.84978, 0.15469, 1.59917], [3.31418, -0.13305, 2.86195], [2.31015, -1.06283, 2.98864], [1.79304, -1.70972, 1.84951], [4.67211, -3.07264, -5.64652], [2.28996, -2.49127, -5.93883], [0.88403, -2.01451, -3.97765], [4.26579, -2.70974, -1.40940], [5.65708, -3.18097, -3.38429], [-1.03692, -2.16814, 0.98489], [-2.77277, -3.76721, 1.31243], [-2.88689, -5.82492, -0.05882], [-1.18661, -6.23931, -1.80271], [0.61268, -4.60554, -2.18560], [3.77582, -0.23404, -0.49751], [4.66409, 0.86266, 1.50890], [3.70028, 0.36747, 3.74020], [1.90446, -1.29733, 3.96325], [1.11267, -2.54263, 1.98507], [-2.89629, 4.51228, -1.15797], [-3.98159, 3.63985, -0.53601], [-3.59240, 2.16879, -0.41535], [-2.19173, 1.92917, 0.68877], [-1.86225, 0.43167, 0.48380], [-2.95266, 2.05677, 2.32711], [-3.46436, 0.74069, 2.89212], [-4.65652, 0.12392, 2.17389], [-3.24860, 5.53550, -1.27898], [-2.61554, 4.13719, -2.14461], [-1.99670, 4.54544, -0.54108], [-4.88225, 3.67455, -1.15141], [-4.27623, 4.03490, 0.43943], [-3.23173, 1.77594, -1.36871], [-4.40998, 1.54156, -0.06508], [-3.73883, 2.81083, 2.23017], [-2.16760, 2.45941, 2.96775], [-3.72562, 0.95280, 3.93140], [-2.62804, 0.04161, 2.92782], [-5.47438, 0.83965, 2.06464], [-5.04209, -0.72133, 2.74397], [-4.38236, -0.24748, 1.18526]]}